{
  "formula": "C38H30BClF4IN2O2PS2Y",
  "method": "ωB97M-V with the def2-TZVPD basis set",
  "fmax_ev_per_a": 0.96,
  "homo_energy_ev": -4.103,
  "total_charge": -1,
  "mol_weight_g_mol": 979.85,
  "homo_lumo_gap_ev": 6.24,
  "e_above_lowest_kcal_mol": 14.6,
  "elements": ["Y", "C", "C", "N", "C", "C", "C", "O", "C", "C", "N", "C", "C", "C", "C", "C", "C", "I", "C", "O", "H", "H", "H", "H", "H", "H", "H", "H", "H", "H", "H", "H", "Cl", "C", "C", "C", "C", "C", "C", "P", "C", "C", "C", "C", "C", "C", "C", "C", "C", "C", "C", "C", "H", "H", "H", "H", "H", "H", "H", "H", "H", "H", "H", "H", "H", "H", "S", "C", "C", "C", "C", "C", "C", "S", "H", "H", "H", "H", "F", "B", "F", "F", "F"],
  "coordinates": [[0.47810, 0.47616, -0.17786], [-3.70265, 2.55058, 0.92337], [-2.46622, 3.32899, 1.24932], [-2.53404, 4.62450, 1.41048], [-1.40336, 5.30166, 1.75064], [-0.21176, 4.69451, 2.02579], [0.95048, 5.52723, 2.47596], [1.24951, 5.35321, 3.87216], [-0.12180, 3.29153, 1.86503], [1.00252, 2.53915, 2.38746], [1.23233, 1.30361, 2.11699], [2.17759, 0.63182, 2.94199], [3.42899, 1.15106, 3.24233], [4.30942, 0.44570, 4.04896], [3.95342, -0.79368, 4.56189], [2.71229, -1.33537, 4.25196], [1.84055, -0.62458, 3.44347], [0.01543, -1.46249, 2.89021], [-1.22940, 2.59504, 1.38020], [-1.20101, 1.33530, 1.09358], [-4.53650, 3.23899, 0.79459], [-3.92855, 1.84557, 1.73029], [-3.55631, 1.94904, 0.02521], [-1.48973, 6.38159, 1.81155], [0.73923, 6.57762, 2.26032], [1.86319, 5.25791, 1.94357], [0.40395, 5.37900, 4.33297], [1.60067, 3.03729, 3.15346], [3.72433, 2.09434, 2.79998], [5.28721, 0.85949, 4.25887], [4.64506, -1.35016, 5.18177], [2.42817, -2.30951, 4.62672], [1.00632, -0.29729, -3.48156], [-0.22411, -1.45963, -3.84808], [-0.72837, -1.47926, -5.13914], [-1.71542, -2.39039, -5.47509], [-2.19837, -3.27758, -4.52308], [-1.68941, -3.24214, -3.23512], [-0.69864, -2.33378, -2.86997], [-0.02679, -2.28885, -1.16480], [-1.36890, -3.07119, -0.20195], [-1.40330, -4.41278, 0.15973], [-2.46258, -4.90920, 0.91151], [-3.49523, -4.06845, 1.30201], [-3.46994, -2.72616, 0.93928], [-2.41008, -2.22662, 0.19664], [1.29988, -3.53701, -1.21807], [1.81828, -4.01306, -0.01439], [2.86500, -4.91990, -0.00930], [3.42110, -5.34697, -1.20964], [2.91961, -4.86724, -2.40960], [1.85919, -3.96748, -2.41538], [-0.35222, -0.76650, -5.86021], [-2.11465, -2.39811, -6.48179], [-2.97435, -3.98784, -4.77668], [-2.07880, -3.92551, -2.49130], [-0.59646, -5.07356, -0.13629], [-2.47600, -5.95451, 1.19481], [-4.31564, -4.45578, 1.89390], [-4.26863, -2.05995, 1.24075], [-2.40457, -1.17267, -0.07595], [1.41251, -3.65883, 0.92598], [3.25925, -5.27533, 0.93437], [4.25059, -6.04335, -1.20545], [3.35623, -5.18529, -3.34788], [1.47671, -3.59963, -3.35881], [1.12536, 2.69698, -1.31937], [-0.48460, 3.35010, -1.72922], [-0.59616, 4.74297, -1.83383], [-1.78636, 5.36405, -2.16831], [-2.91222, 4.58710, -2.41870], [-2.82078, 3.21158, -2.31444], [-1.63035, 2.55959, -1.95704], [-1.68654, 0.79311, -1.81818], [0.28934, 5.33764, -1.63983], [-1.83715, 6.44496, -2.22707], [-3.85762, 5.04788, -2.67969], [-3.69574, 2.59689, -2.49370], [3.23373, 0.91401, 0.12192], [3.41827, -0.45674, -0.17618], [2.97264, -0.65649, -1.48928], [4.69044, -0.90465, 0.06371], [2.44438, -1.13225, 0.65653]],
  "forces_ev_per_a": [[0.0, 0.3, 0.9], [-0.1, 0.0, 0.0], [0.1, -0.1, 0.0], [0.2, 0.1, 0.1], [-0.3, -0.1, -0.1], [0.0, 0.0, 0.0], [0.1, -0.1, 0.1], [-0.1, 0.1, -0.1], [0.6, 0.0, 0.3], [-0.3, 0.2, 0.0], [0.5, -0.2, 0.1], [-0.3, 0.0, -0.2], [0.1, 0.0, 0.0], [0.0, 0.0, 0.0], [0.0, 0.0, 0.0], [0.0, 0.1, 0.0], [0.1, 0.0, 0.1], [-0.1, -0.2, 0.0], [-0.3, -0.4, -0.2], [0.2, 0.0, -0.1], [0.0, 0.0, 0.0], [0.0, 0.0, 0.0], [0.0, 0.0, 0.0], [-0.1, 0.0, 0.0], [0.0, 0.1, 0.0], [0.0, 0.0, 0.0], [0.0, 0.0, 0.0], [0.0, 0.0, 0.0], [0.0, 0.0, 0.0], [0.0, 0.0, 0.0], [0.0, 0.0, 0.0], [0.0, 0.0, 0.0], [0.0, -0.3, -0.2], [0.0, 0.2, 0.0], [0.0, 0.0, 0.0], [0.0, 0.0, 0.0], [0.0, 0.0, 0.0], [-0.1, 0.0, 0.0], [0.1, 0.0, 0.0], [-0.1, 0.0, -0.2], [-0.1, 0.1, 0.0], [0.0, -0.1, 0.0], [0.0, 0.0, 0.0], [0.0, 0.0, 0.0], [0.0, -0.1, 0.0], [0.0, 0.0, 0.0], [0.0, 0.0, 0.0], [0.1, 0.0, 0.1], [0.0, 0.0, -0.1], [0.0, 0.0, 0.0], [0.0, 0.0, 0.0], [0.1, -0.1, 0.0], [0.0, 0.0, 0.0], [0.0, 0.0, 0.0], [0.0, 0.0, 0.0], [0.0, 0.0, 0.0], [-0.1, 0.0, 0.0], [0.0, 0.0, 0.0], [0.0, 0.0, 0.0], [0.0, 0.0, 0.0], [0.0, 0.0, 0.0], [0.0, 0.0, 0.0], [0.0, 0.0, 0.0], [0.0, 0.0, 0.0], [0.0, 0.0, 0.0], [0.0, 0.0, 0.0], [-0.3, 0.3, -0.2], [0.1, -0.1, 0.1], [0.0, 0.0, 0.0], [0.0, 0.0, 0.0], [0.1, 0.0, 0.0], [0.0, -0.1, 0.0], [-0.1, 0.0, 0.0], [0.1, 0.0, -0.3], [0.0, 0.0, 0.0], [0.0, 0.0, 0.0], [0.0, 0.0, 0.0], [0.0, 0.0, 0.0], [0.0, 0.0, 0.0], [0.0, 0.0, 0.0], [0.1, -0.1, 0.1], [-0.2, 0.1, 0.0], [-0.3, 0.1, -0.1]],
  "lowdin_charge": [1.01, -0.03, -0.26, 0.12, -0.12, -0.18, -0.21, -0.08, -0.11, -0.05, -0.02, -0.34, -0.02, -0.07, -0.09, -0.15, -0.62, 1.08, -0.33, -0.27, 0.08, 0.08, 0.04, 0.10, 0.11, 0.12, 0.09, 0.13, 0.12, 0.10, 0.10, 0.09, 0.73, -0.68, -0.10, -0.08, -0.08, -0.07, -0.40, 1.03, -0.41, -0.10, -0.08, -0.09, -0.07, -0.13, -0.35, -0.11, -0.07, -0.09, -0.08, -0.07, 0.10, 0.10, 0.10, 0.10, 0.10, 0.10, 0.10, 0.11, 0.05, 0.08, 0.10, 0.10, 0.10, 0.10, 0.55, -0.67, -0.15, -0.12, -0.12, -0.16, -0.67, 0.54, 0.09, 0.09, 0.09, 0.09, 0.07, -1.30, 0.05, 0.17, 0.00]
}

=====

{
  "formula": "C38H30ClN6O4SSr",
  "method": "ωB97M-V with the def2-TZVPD basis set",
  "fmax_ev_per_a": 1.14,
  "homo_energy_ev": -3.517,
  "total_charge": -1,
  "mol_weight_g_mol": 789.84,
  "homo_lumo_gap_ev": 5.58,
  "e_above_lowest_kcal_mol": 81.3,
  "elements": ["Sr", "N", "C", "S", "N", "N", "C", "C", "C", "C", "C", "C", "C", "C", "C", "C", "C", "C", "N", "H", "H", "H", "H", "H", "H", "H", "H", "H", "H", "H", "Cl", "C", "C", "C", "C", "O", "C", "C", "N", "C", "C", "C", "C", "C", "C", "C", "C", "N", "C", "C", "H", "H", "H", "H", "H", "H", "H", "H", "H", "H", "C", "O", "C", "C", "C", "C", "C", "C", "O", "C", "O", "C", "H", "H", "H", "H", "H", "H", "H", "H", "H"],
  "coordinates": [[0.78920, -0.27273, 1.14266], [-1.78919, -4.50821, 0.31893], [-1.28970, -3.22982, 0.46594], [-0.43181, -2.94224, 1.92375], [-1.55247, -2.44951, -0.54785], [-1.06261, -1.17676, -0.47042], [-1.41145, -0.39742, -1.42730], [-2.16918, -0.85923, -2.61217], [-3.37715, -0.29017, -2.99994], [-4.02829, -0.73694, -4.14016], [-3.48025, -1.74969, -4.90740], [-2.28106, -2.33020, -4.51924], [-1.63607, -1.89641, -3.37783], [-1.02170, 1.07868, -1.37929], [-0.31863, 1.43844, -2.64350], [0.53036, 2.49233, -2.72290], [0.87962, 3.43002, -1.72704], [0.54567, 3.40034, -0.37928], [-0.00849, 2.51759, 0.41504], [-1.90058, -5.02208, 1.17483], [-2.51709, -4.59882, -0.37387], [-3.82076, 0.50157, -2.41344], [-4.96877, -0.28491, -4.42594], [-3.98732, -2.09371, -5.79963], [-1.84868, -3.12922, -5.10752], [-0.71274, -2.36265, -3.05977], [-0.44213, 0.78181, -3.49306], [0.99055, 2.65696, -3.69630], [1.43553, 4.30371, -2.04774], [0.76103, 4.30540, 0.19104], [-5.90319, 4.34553, 0.02044], [-4.48910, 3.41320, -0.38589], [-3.76431, 3.72927, -1.51660], [-2.65178, 2.96173, -1.82244], [-2.25808, 1.89574, -1.02488], [-0.16057, 1.23390, -0.23320], [-2.98234, 1.61346, 0.13965], [-2.71342, 0.52860, 1.12910], [-2.08658, 0.76957, 2.20722], [-2.16613, -0.12002, 3.27592], [-3.37836, -0.61760, 3.70764], [-3.47629, -1.40986, 4.86346], [-2.37036, -1.68736, 5.61353], [-1.10781, -1.18735, 5.21776], [0.07202, -1.46821, 5.93864], [1.27124, -0.98800, 5.48951], [1.28213, -0.23523, 4.30265], [0.20518, 0.04397, 3.61065], [-0.99449, -0.40924, 4.04366], [-4.10798, 2.37303, 0.44372], [-4.06102, 4.55865, -2.14268], [-2.05978, 3.18043, -2.70075], [-3.20143, -0.43736, 0.94691], [-4.27525, -0.36478, 3.15810], [-4.44654, -1.78774, 5.15865], [-2.43607, -2.29189, 6.50928], [0.00896, -2.07472, 6.83304], [2.19839, -1.19224, 6.00527], [2.22175, 0.13340, 3.90540], [-4.67879, 2.16427, 1.33760], [5.61414, 2.83596, -3.02346], [6.21879, 1.61651, -2.66876], [5.55896, 0.85128, -1.75166], [6.15577, -0.40326, -1.49923], [5.55861, -1.24836, -0.60947], [4.36064, -0.92758, 0.06417], [3.77031, -1.85053, 0.99300], [4.50005, -3.13623, 1.35264], [2.67129, -1.66964, 1.53238], [3.75006, 0.35357, -0.19209], [2.67697, 0.73865, 0.35161], [4.41308, 1.22814, -1.11460], [6.22875, 3.25410, -3.81932], [5.58694, 3.52946, -2.17697], [4.59315, 2.67833, -3.38420], [7.06205, -0.66643, -2.02496], [6.01837, -2.21126, -0.43015], [5.55994, -2.98226, 1.54284], [4.40454, -3.84881, 0.53226], [4.01844, -3.56069, 2.23044], [3.91337, 2.16977, -1.29645]],
  "forces_ev_per_a": [[-0.5, -0.5, 0.9], [-0.1, 0.0, -0.2], [0.0, -0.2, 0.2], [0.1, 0.1, 0.1], [-0.2, -0.3, -0.3], [0.0, 0.2, -0.1], [0.0, 0.1, 0.1], [-0.2, -0.2, -0.2], [0.1, 0.0, 0.0], [-0.1, 0.0, -0.1], [-0.1, 0.0, 0.0], [0.1, -0.1, 0.0], [0.0, 0.1, 0.0], [-0.1, 0.1, 0.1], [0.0, 0.1, -0.1], [-0.1, -0.2, -0.2], [0.1, 0.2, -0.1], [0.0, 0.1, 0.3], [-0.1, 0.0, 0.0], [0.0, 0.0, 0.0], [0.0, 0.0, 0.0], [0.0, 0.0, 0.0], [0.0, 0.0, 0.0], [0.0, 0.0, 0.0], [0.0, 0.0, 0.0], [0.0, 0.0, 0.0], [0.0, 0.0, 0.0], [0.0, 0.0, 0.0], [0.0, 0.0, 0.0], [0.0, 0.0, 0.0], [-0.1, 0.1, 0.0], [0.0, -0.1, 0.0], [0.0, 0.0, 0.0], [0.0, -0.1, 0.1], [-0.2, 0.1, -0.1], [-0.1, 0.5, -0.9], [-0.1, 0.2, -0.1], [0.2, -0.1, 0.2], [-0.2, 0.2, -0.3], [-0.3, -0.2, 0.3], [0.3, 0.2, -0.2], [0.1, -0.1, 0.2], [-0.1, 0.0, 0.0], [-0.1, 0.0, -0.1], [0.2, 0.1, -0.1], [-0.2, -0.1, 0.1], [-0.1, 0.0, 0.1], [0.1, 0.1, 0.3], [-0.1, -0.1, 0.2], [0.0, 0.1, -0.1], [0.0, 0.0, 0.0], [0.0, 0.0, 0.0], [0.1, 0.0, 0.0], [0.0, 0.0, 0.0], [0.0, 0.0, 0.0], [0.0, 0.0, 0.0], [0.0, 0.0, 0.0], [0.0, 0.0, 0.0], [0.1, 0.0, 0.0], [0.0, 0.0, 0.0], [-0.1, 0.2, -0.1], [0.0, -0.2, 0.1], [0.1, 0.0, 0.0], [0.1, -0.2, 0.1], [0.1, 0.0, -0.1], [0.0, 0.1, -0.1], [0.2, -0.1, 0.0], [-0.1, 0.1, 0.0], [0.6, -0.5, 0.2], [0.2, 0.0, 0.0], [0.7, 0.4, -0.2], [-0.1, 0.1, 0.0], [-0.1, 0.0, 0.0], [0.0, 0.0, 0.0], [0.0, 0.1, 0.0], [0.0, 0.0, 0.0], [0.0, 0.0, 0.0], [0.0, 0.0, 0.0], [0.0, 0.0, 0.0], [0.0, 0.0, 0.0], [0.0, 0.0, 0.0]],
  "lowdin_charge": [1.47, 0.02, -0.92, 0.54, -0.03, -0.03, -0.18, -0.17, -0.01, -0.09, -0.11, -0.09, -0.04, -0.35, -0.07, -0.15, -0.14, -0.22, 0.04, 0.05, 0.08, 0.11, 0.10, 0.09, 0.10, 0.12, 0.10, 0.09, 0.06, 0.10, 0.63, -0.66, -0.09, 0.00, -0.11, -0.39, -0.11, -0.09, 0.15, -0.22, -0.01, -0.08, -0.05, -0.16, -0.01, -0.04, -0.14, 0.00, -0.21, -0.05, 0.10, 0.12, 0.14, 0.11, 0.10, 0.11, 0.11, 0.10, 0.12, 0.11, -0.10, -0.09, -0.29, -0.04, -0.05, -0.11, -0.39, -0.02, -0.17, -0.35, -0.22, 0.05, 0.09, 0.09, 0.09, 0.10, 0.10, 0.07, 0.09, 0.08, 0.11]
}

=====

{
  "formula": "C38H30IrNO2S2",
  "method": "ωB97M-V with the def2-TZVPD basis set",
  "fmax_ev_per_a": 2.54,
  "multiplicity": 2,
  "homo_energy_ev": [-4.222, -4.365],
  "total_charge": -1,
  "mol_weight_g_mol": 789.01,
  "homo_lumo_gap_ev": [5.98, 6.09],
  "elements": ["Ir", "C", "C", "C", "C", "C", "C", "C", "C", "C", "S", "C", "N", "H", "H", "H", "H", "H", "H", "H", "H", "O", "C", "O", "C", "C", "C", "C", "C", "C", "S", "H", "H", "H", "H", "C", "C", "C", "C", "C", "C", "C", "C", "C", "C", "C", "C", "C", "C", "H", "H", "H", "H", "H", "H", "H", "H", "H", "H", "H", "C", "C", "C", "C", "C", "C", "C", "H", "H", "H", "H", "H", "H", "H"],
  "coordinates": [[-0.28785, -0.32595, 0.20234], [2.27609, 1.89098, -0.40297], [1.83315, 1.94231, 1.02109], [2.56372, 2.65026, 1.94856], [2.19821, 2.66403, 3.29828], [1.02289, 2.00229, 3.68161], [0.55661, 1.95566, 5.00911], [-0.63347, 1.31161, 5.33705], [-1.40464, 0.74427, 4.35236], [-0.95899, 0.77316, 3.01665], [-1.97260, 0.08376, 1.77065], [0.27008, 1.35127, 2.66016], [0.70290, 1.26952, 1.37182], [2.91840, 2.73928, -0.63298], [1.41433, 1.90868, -1.06831], [2.83687, 0.97347, -0.58469], [3.44293, 3.18736, 1.62363], [2.79277, 3.18591, 4.03560], [1.15066, 2.42868, 5.77895], [-0.95220, 1.26506, 6.36877], [-2.34254, 0.25748, 4.56717], [3.31884, -1.68235, -1.66574], [2.13917, -1.35148, -1.72062], [1.43275, -1.10912, -0.69546], [1.48976, -1.25203, -3.08851], [2.15499, -1.90930, -4.11969], [1.65607, -1.93758, -5.40476], [0.46157, -1.28572, -5.68438], [-0.19569, -0.60686, -4.68485], [0.29165, -0.58228, -3.37179], [-0.67700, 0.35202, -2.26842], [3.08717, -2.40105, -3.87463], [2.18728, -2.46787, -6.18198], [0.04474, -1.30941, -6.68250], [-1.11684, -0.08373, -4.89333], [3.08621, -3.41047, 2.48601], [2.34417, -2.24946, 2.62216], [1.06459, -2.17858, 2.11019], [0.50958, -3.24981, 1.40610], [1.25102, -4.43305, 1.32338], [2.52221, -4.50964, 1.85727], [-0.78499, -3.18385, 0.74218], [-1.32066, -2.12992, 0.09241], [-2.60637, -2.26271, -0.59805], [-3.08391, -3.50638, -1.03612], [-4.30169, -3.62593, -1.67577], [-5.08997, -2.50976, -1.91005], [-4.62315, -1.26541, -1.51598], [-3.40372, -1.14768, -0.88070], [4.09844, -3.45569, 2.86656], [2.76148, -1.39479, 3.13479], [0.47093, -1.29154, 2.29268], [0.82913, -5.28575, 0.80697], [3.08555, -5.42983, 1.76740], [-1.31137, -4.13881, 0.73608], [-2.48883, -4.39360, -0.88641], [-4.63469, -4.60135, -2.00847], [-6.04369, -2.60519, -2.41117], [-5.21035, -0.38048, -1.71838], [-3.05461, -0.17154, -0.59068], [-2.30972, 2.75372, 0.21247], [-1.24589, 3.49811, -0.25260], [-0.94484, 3.55892, -1.64216], [0.09761, 4.32113, -2.10528], [0.88101, 5.06405, -1.22449], [0.60684, 5.02187, 0.14078], [-0.42408, 4.25609, 0.62452], [-2.91895, 2.18567, -0.46493], [-2.57245, 2.74359, 1.25420], [-1.54800, 2.97590, -2.32367], [0.31562, 4.33775, -3.16490], [1.69777, 5.66815, -1.59843], [1.22020, 5.58693, 0.82807], [-0.62222, 4.20700, 1.68580]],
  "forces_ev_per_a": [[-1.1, -1.5, -1.5], [0.0, 0.0, 0.0], [-1.8, -1.4, -0.4], [0.4, 0.7, 2.4], [0.3, 0.0, -1.6], [-0.4, -0.2, -0.2], [-0.6, -0.2, 0.5], [1.4, 0.9, 0.4], [0.3, -0.1, -1.8], [-1.5, -0.5, 0.5], [0.5, 0.0, -0.2], [0.6, 0.5, 0.5], [1.8, 1.2, -0.9], [0.0, 0.1, 0.0], [0.0, -0.1, 0.0], [0.0, -0.1, 0.0], [0.1, 0.0, 0.0], [0.1, 0.0, 0.0], [0.0, 0.0, 0.1], [0.0, 0.1, 0.1], [-0.1, 0.0, 0.0], [0.3, 0.0, 0.1], [-0.3, 0.2, -0.7], [-0.2, 0.3, 1.2], [0.0, -0.1, 0.0], [0.1, 0.0, -0.1], [0.0, -0.1, -0.1], [0.2, 0.0, -0.1], [-0.1, 0.1, 0.1], [0.3, -0.5, 0.3], [-0.3, 0.0, 2.5], [0.0, 0.0, 0.0], [0.0, -0.1, -0.1], [0.0, 0.0, -0.1], [-0.2, 0.0, 0.0], [0.1, 0.0, 0.1], [0.1, 0.0, 0.1], [-0.1, -0.3, -0.2], [0.2, 0.0, 0.1], [-0.1, 0.2, 0.1], [0.1, -0.1, 0.0], [-0.5, 0.0, -0.4], [1.5, 0.5, -0.4], [-0.6, -0.2, -0.4], [0.1, 0.2, 0.1], [-0.2, -0.1, -0.1], [0.0, 0.0, 0.0], [-0.2, -0.1, -0.1], [0.2, -0.1, 0.2], [0.0, 0.0, 0.0], [0.1, 0.1, 0.0], [-0.1, 0.1, 0.1], [0.0, 0.0, 0.0], [0.0, 0.0, 0.0], [-0.1, 0.1, 0.1], [0.1, -0.1, 0.0], [0.0, 0.0, 0.0], [0.0, 0.0, 0.0], [0.0, 0.1, 0.0], [0.1, 0.1, 0.0], [-0.4, 0.0, 0.2], [0.5, 0.5, -0.4], [-0.2, 0.0, 0.2], [0.1, 0.1, -0.1], [0.0, 0.1, -0.1], [0.2, 0.1, 0.0], [-0.2, -0.2, -0.1], [-0.2, -0.2, -0.2], [0.0, 0.0, 0.2], [0.0, 0.0, 0.0], [0.0, 0.0, 0.0], [0.0, 0.0, 0.0], [0.1, 0.1, 0.1], [0.0, 0.0, 0.2]],
  "mulliken_spin": [-0.01, 0.04, -0.01, -0.02, 0.00, -0.01, 0.01, 0.00, 0.00, -0.03, 0.03, 0.03, 0.00, 0.00, -0.02, 0.00, 0.00, 0.00, 0.00, 0.00, 0.00, 0.00, 0.00, 0.01, 0.00, 0.00, 0.00, 0.00, 0.00, 0.00, 0.01, 0.00, 0.00, 0.00, 0.00, 0.00, 0.00, 0.00, 0.00, 0.00, 0.00, 0.00, 0.00, 0.00, 0.00, 0.00, 0.00, 0.00, 0.01, 0.00, 0.00, 0.00, 0.00, 0.00, 0.00, 0.00, 0.00, 0.00, 0.00, 0.00, 0.59, -0.04, 0.18, -0.09, 0.23, -0.11, 0.18, -0.01, 0.01, 0.00, 0.00, 0.02, 0.00, 0.01]
}